Molecular formula: C72H180N12O24
Method: DFT, ωB97M-V/def2-TZVPD

Atoms and positions in Å:
C -4.90 -2.81 -4.30
O -3.76 -2.48 -5.11
C -2.56 -1.92 -4.52
C -1.59 -3.09 -4.15
N -1.21 -3.91 -5.32
C -0.20 -4.87 -4.85
C -0.55 -5.76 -3.66
O -0.49 -5.19 -2.37
C -0.93 -6.06 -1.37
H -5.63 -2.02 -4.12
H -4.57 -3.28 -3.38
H -5.49 -3.56 -4.84
H -2.79 -1.23 -3.71
H -2.06 -1.40 -5.34
H -2.13 -3.74 -3.46
H -0.69 -2.72 -3.67
H -1.97 -4.34 -5.84
H 0.67 -4.27 -4.58
H 0.07 -5.53 -5.66
H 0.23 -6.53 -3.63
H -1.40 -6.40 -3.90
H -0.68 -5.53 -0.45
H -0.61 -7.10 -1.49
H -2.01 -6.01 -1.48
C 4.43 -4.05 -0.53
O 4.01 -3.60 -1.88
C 2.68 -2.95 -1.84
C 2.65 -2.07 -3.15
N 3.46 -0.88 -2.91
C 4.01 -0.26 -4.14
C 4.71 1.07 -3.90
O 5.79 0.91 -2.90
C 6.45 2.10 -2.59
H 5.47 -4.37 -0.62
H 3.82 -4.84 -0.09
H 4.44 -3.19 0.14
H 2.41 -2.47 -0.90
H 1.83 -3.60 -2.06
H 1.63 -1.80 -3.43
H 3.08 -2.63 -3.98
H 4.19 -1.12 -2.26
H 3.21 -0.23 -4.88
H 4.69 -1.00 -4.57
H 3.89 1.78 -3.74
H 5.17 1.53 -4.77
H 6.07 2.80 -1.84
H 6.90 2.56 -3.47
H 7.32 1.79 -2.00
C 0.73 7.90 -10.14
O 0.69 6.48 -10.40
C -0.63 6.02 -10.82
C -1.47 5.51 -9.61
N -0.72 4.38 -8.95
C -0.66 3.21 -9.82
C 0.04 2.06 -9.10
O 1.26 1.72 -9.81
C 0.99 0.86 -10.95
H 1.66 8.45 -10.03
H 0.20 8.08 -9.21
H 0.26 8.47 -10.94
H -0.54 5.23 -11.56
H -1.18 6.76 -11.40
H -2.52 5.26 -9.76
H -1.53 6.31 -8.87
H 0.18 4.82 -9.07
H -0.08 3.48 -10.70
H -1.61 2.85 -10.22
H -0.62 1.21 -8.93
H 0.46 2.40 -8.16
H 1.91 0.76 -11.53
H 0.40 1.31 -11.75
H 0.47 -0.05 -10.65
C -3.34 -3.46 1.29
O -4.41 -4.17 1.98
C -4.17 -5.51 2.56
C -3.19 -5.42 3.71
N -1.87 -5.94 3.28
C -0.90 -6.04 4.38
C 0.47 -6.46 3.88
O 0.36 -7.82 3.48
C 1.64 -8.49 3.50
H -2.66 -4.17 0.81
H -2.87 -2.92 2.12
H -3.76 -2.65 0.70
H -3.96 -6.25 1.79
H -5.00 -6.04 3.03
H -3.51 -6.17 4.43
H -3.18 -4.41 4.13
H -2.11 -6.84 2.91
H -1.22 -6.84 5.05
H -0.76 -5.07 4.86
H 1.17 -6.36 4.70
H 0.80 -5.92 2.99
H 2.08 -8.35 4.48
H 2.20 -8.19 2.61
H 1.41 -9.54 3.66
C -0.87 3.13 -13.75
O -2.24 3.29 -13.42
C -2.89 2.27 -12.74
C -3.86 2.93 -11.81
N -4.33 2.13 -10.62
C -5.36 2.86 -9.83
C -5.21 2.27 -8.43
O -3.89 2.60 -8.07
C -3.62 2.23 -6.72
H -0.52 2.25 -14.28
H -0.09 3.35 -13.01
H -0.75 3.88 -14.53
H -2.25 1.59 -12.18
H -3.53 1.62 -13.34
H -4.62 3.31 -12.48
H -3.40 3.77 -11.29
H -3.59 2.10 -9.93
H -6.37 2.67 -10.17
H -5.03 3.89 -9.94
H -5.57 1.25 -8.32
H -5.91 2.85 -7.83
H -4.24 2.87 -6.09
H -2.66 2.70 -6.48
H -3.67 1.23 -6.30
C -9.09 1.57 9.39
O -7.84 1.90 8.71
C -8.01 2.38 7.36
C -7.87 1.31 6.28
N -8.22 1.71 4.92
C -7.28 2.69 4.34
C -5.81 2.28 4.06
O -5.86 1.04 3.45
C -4.61 0.39 3.38
H -8.82 1.15 10.36
H -9.75 0.87 8.87
H -9.76 2.40 9.61
H -7.11 2.97 7.17
H -8.96 2.87 7.14
H -8.55 0.47 6.40
H -6.86 0.91 6.36
H -7.90 0.94 4.36
H -7.23 3.63 4.88
H -7.83 2.96 3.44
H -5.40 2.21 5.07
H -5.12 3.07 3.76
H -4.31 0.15 4.40
H -3.86 1.01 2.88
H -4.85 -0.53 2.85
C -0.85 -1.28 3.61
O -1.57 -0.66 2.51
C -0.75 -0.50 1.34
C -1.57 0.01 0.15
N -0.95 -0.07 -1.18
C 0.36 0.65 -1.29
C 0.74 1.03 -2.73
O 0.00 2.11 -3.45
C 0.29 2.03 -4.83
H -1.62 -1.47 4.36
H -0.27 -0.51 4.13
H -0.36 -2.23 3.43
H -0.28 -1.43 1.02
H 0.07 0.22 1.37
H -1.92 1.04 0.28
H -2.40 -0.68 0.06
H -1.45 0.49 -1.85
H 1.19 0.09 -0.85
H 0.24 1.61 -0.80
H 0.79 0.08 -3.26
H 1.69 1.55 -2.61
H -0.15 1.10 -5.20
H 1.31 2.09 -5.20
H -0.34 2.73 -5.38
C 2.87 -3.72 3.02
O 3.80 -3.44 4.08
C 4.90 -2.61 3.86
C 5.28 -1.74 5.06
N 5.41 -2.61 6.24
C 5.69 -1.99 7.53
C 5.53 -2.92 8.72
O 6.39 -4.00 8.33
C 6.53 -4.90 9.43
H 3.47 -4.00 2.16
H 2.14 -2.96 2.75
H 2.28 -4.63 3.13
H 4.76 -1.90 3.05
H 5.70 -3.27 3.52
H 4.41 -1.11 5.23
H 6.24 -1.27 4.86
H 4.74 -3.36 6.24
H 5.02 -1.15 7.70
H 6.69 -1.58 7.69
H 4.46 -3.15 8.75
H 5.78 -2.36 9.62
H 5.61 -5.27 9.87
H 7.01 -4.31 10.21
H 7.20 -5.72 9.16
C -1.06 6.07 0.64
O -2.12 5.24 0.08
C -1.88 4.32 -0.96
C -2.92 3.22 -0.95
N -2.87 2.15 -2.02
C -3.89 2.31 -3.04
C -5.25 1.64 -2.66
O -6.05 1.68 -3.81
C -7.45 1.27 -3.62
H -1.37 6.59 1.54
H -0.86 6.85 -0.09
H -0.20 5.48 0.95
H -0.91 3.82 -0.84
H -1.85 4.82 -1.93
H -3.81 3.83 -1.15
H -3.10 2.88 0.07
H -1.96 2.23 -2.46
H -3.39 1.67 -3.77
H -3.86 3.33 -3.41
H -5.81 2.09 -1.84
H -4.91 0.62 -2.46
H -8.03 1.15 -4.54
H -8.07 1.93 -3.02
H -7.49 0.24 -3.25
C 3.87 2.47 8.95
O 2.45 2.58 8.90
C 1.97 3.88 8.56
C 1.97 4.16 7.03
N 1.10 5.20 6.48
C 1.12 5.52 5.10
C 1.03 4.39 3.99
O -0.18 3.79 3.96
C -0.24 2.57 3.28
H 4.13 1.43 9.16
H 4.39 3.16 9.61
H 4.28 2.66 7.95
H 2.53 4.70 8.99
H 0.97 3.84 9.00
H 1.68 3.22 6.57
H 2.99 4.33 6.68
H 0.15 4.88 6.60
H 2.16 5.77 4.91
H 0.56 6.45 5.01
H 1.94 3.80 3.99
H 1.09 4.78 2.97
H -1.22 2.10 3.32
H 0.43 1.75 3.52
H 0.06 2.63 2.23
C 4.26 -5.94 6.45
O 3.49 -4.84 6.94
C 2.38 -5.24 7.89
C 1.61 -4.02 8.36
N 0.50 -3.57 7.50
C 0.85 -3.12 6.17
C 1.70 -1.88 6.06
O 0.91 -0.72 6.42
C 1.78 0.34 6.57
H 3.70 -6.71 5.92
H 4.69 -6.48 7.29
H 5.03 -5.50 5.80
H 2.89 -5.77 8.69
H 1.80 -6.01 7.39
H 2.20 -3.16 8.67
H 1.16 -4.35 9.30
H 0.02 -2.77 7.88
H -0.16 -3.05 5.75
H 1.37 -3.90 5.61
H 2.00 -1.68 5.03
H 2.59 -1.91 6.69
H 2.63 0.14 7.22
H 1.25 1.19 7.00
H 2.12 0.79 5.63
C 4.06 5.43 2.05
O 4.30 4.01 1.84
C 4.24 3.37 0.47
C 3.60 1.96 0.46
N 4.01 1.19 1.64
C 5.44 0.75 1.52
C 5.64 -0.37 0.52
O 7.04 -0.57 0.42
C 7.55 -1.49 1.34
H 4.71 5.83 1.28
H 4.29 5.67 3.09
H 3.11 5.78 1.64
H 5.26 3.17 0.13
H 3.72 3.96 -0.28
H 3.63 1.43 -0.48
H 2.51 1.98 0.50
H 3.91 1.72 2.49
H 5.59 0.24 2.47
H 6.26 1.43 1.30
H 5.26 -0.01 -0.43
H 5.16 -1.32 0.75
H 7.07 -1.38 2.32
H 8.61 -1.29 1.46
H 7.42 -2.48 0.90

Computed properties:
Maximum force in eV Å⁻¹: 3.5
HOMO level in Ha: -0.29831
Total charge: 0
DFT total energy in Eh: -5313.0901
SMILES: COCCNCCOC.COCCNCCOC.COCCNCCOC.COCCNCCOC.COCCNCCOC.COCCNCCOC.COCCNCCOC.COCCNCCOC.COCCNCCOC.COCCNCCOC.COCCNCCOC.COCCNCCOC
LUMO in Ha: 0.0194